# C49H45N2O7S5TeW

C49H45N2O7S5TeW as an isolated structure at a distorted geometry (ωB97M-V/def2-TZVPD, the Open Molecules 2025 dataset).

Summary:
Calculated total energy, eV: -132153.6136
LUMO energy (alpha / beta), eV: 1.08 / 1.08
Frontier orbital gap (alpha / beta), eV: 6.1545 / 6.1551
Charge: -1

```
110
Properties=species:S:1:pos:R:3:forces:R:3
W 0.077 -0.379 0.428 1.8 0.0 -0.4
O 1.900 0.067 0.377 -0.7 -0.1 -0.2
C 2.842 0.878 1.066 -0.1 -0.2 -0.1
C 2.260 1.003 2.457 0.2 0.0 0.0
C 0.815 1.578 2.483 -0.1 0.2 -0.1
C 0.917 2.962 3.072 0.0 0.0 0.0
C -0.069 3.844 2.912 0.1 -0.1 0.0
C -1.211 3.420 2.167 -0.1 -0.1 -0.1
C -1.124 2.328 1.361 -0.1 0.0 0.0
C -2.436 1.868 0.781 -0.1 0.0 0.0
C -2.407 1.219 -0.584 0.4 -0.1 -0.1
O -1.573 0.061 -0.390 0.2 -0.4 0.6
C -3.805 0.706 -0.920 0.0 0.0 0.0
C -4.599 1.292 -1.898 0.0 0.1 0.0
C -5.886 0.823 -2.135 0.0 0.0 0.0
C -6.388 -0.242 -1.404 0.0 0.0 0.0
C -5.599 -0.829 -0.423 -0.1 0.0 0.0
C -4.323 -0.353 -0.179 0.0 0.0 0.0
C -1.862 2.124 -1.682 -0.1 0.0 0.1
C -1.653 3.481 -1.466 0.1 -0.1 0.0
C -1.224 4.302 -2.502 0.0 0.0 0.0
C -1.003 3.773 -3.761 0.0 0.0 -0.1
C -1.217 2.419 -3.988 0.0 -0.1 0.1
C -1.651 1.607 -2.956 0.0 0.0 0.0
N 0.041 1.594 1.185 0.0 0.2 0.0
C 4.144 0.082 1.005 0.1 0.2 0.1
C 4.708 -0.550 2.102 -0.1 0.0 0.0
C 5.840 -1.345 1.947 0.0 0.0 -0.1
C 6.414 -1.505 0.698 0.1 0.1 0.1
C 5.866 -0.856 -0.403 0.0 0.2 0.0
C 4.741 -0.067 -0.245 0.1 0.1 0.0
C 3.026 2.247 0.418 0.0 0.0 0.1
C 2.280 2.689 -0.663 0.0 0.0 -0.1
C 2.475 3.972 -1.162 0.0 0.0 0.0
C 3.405 4.821 -0.585 0.0 0.0 0.0
C 4.166 4.374 0.487 0.0 0.0 0.0
C 3.981 3.093 0.977 0.0 0.0 0.0
H 2.905 1.640 3.061 0.0 0.0 0.1
H 2.275 0.006 2.894 -0.1 0.0 -0.1
H 1.830 3.230 3.588 0.0 0.0 0.0
H -0.003 4.844 3.323 0.0 0.0 0.0
H -2.145 3.963 2.213 0.0 0.0 0.0
H -3.152 2.689 0.808 0.0 0.0 -0.1
H -2.822 1.094 1.455 0.0 0.0 0.0
H -4.218 2.120 -2.482 0.0 0.0 0.0
H -6.489 1.291 -2.902 0.0 0.0 0.0
H -7.385 -0.616 -1.599 0.0 0.0 0.0
H -5.979 -1.667 0.149 0.0 0.0 0.0
H -3.699 -0.825 0.570 0.0 0.0 0.0
H -1.799 3.909 -0.485 0.0 0.0 0.0
H -1.054 5.355 -2.313 0.0 0.0 0.0
H -0.654 4.407 -4.567 0.0 0.0 0.0
H -1.021 1.987 -4.958 0.0 0.0 -0.1
H -1.835 0.555 -3.136 0.0 0.0 0.0
H 4.258 -0.470 3.082 0.0 0.0 0.0
H 6.255 -1.854 2.808 0.0 0.0 0.0
H 7.278 -2.145 0.572 0.0 0.0 0.0
H 6.296 -0.997 -1.385 0.0 0.0 0.0
H 4.294 0.417 -1.106 0.0 0.0 0.0
H 1.557 2.041 -1.136 0.0 0.0 0.0
H 1.881 4.299 -2.005 0.0 0.0 0.0
H 3.549 5.821 -0.975 0.0 0.0 0.0
H 4.910 5.019 0.938 0.0 0.0 0.0
H 4.594 2.739 1.800 0.0 0.0 0.0
O 0.283 -2.920 -5.354 0.0 -0.1 0.1
C 0.315 -2.434 -4.258 0.0 -0.1 0.0
C 0.608 -0.958 -3.960 0.1 0.2 -0.2
O 0.845 -0.113 -4.789 0.0 0.0 0.1
C 0.502 -0.841 -2.494 -0.1 0.2 0.2
C 0.208 -2.077 -1.954 -0.1 0.3 0.5
O 0.113 -2.142 -0.634 -0.2 0.4 0.0
C 0.052 -3.132 -2.913 0.0 -0.3 -0.2
O -0.238 -4.297 -2.734 0.0 0.0 -0.1
O 0.630 0.164 -1.722 0.0 0.1 -0.1
C 1.377 -5.594 3.162 0.0 0.0 0.0
S 2.864 -4.609 3.490 0.0 -0.1 0.0
C 3.233 -4.064 1.865 -0.1 0.0 0.0
C 2.532 -3.114 1.194 0.2 0.0 0.3
S 1.216 -2.263 1.989 -0.1 0.0 -0.6
S 3.154 -2.785 -0.406 -0.3 -0.1 0.1
C 4.524 -3.831 -0.370 -0.2 -0.2 -0.2
S 5.591 -3.922 -1.624 0.0 -0.2 0.0
S 4.610 -4.770 1.063 0.0 0.1 0.0
H 0.980 -5.904 4.128 0.0 0.0 0.0
H 1.619 -6.475 2.571 0.0 0.0 0.0
H 0.634 -4.987 2.647 0.0 0.0 0.0
C 1.013 -0.216 5.326 0.0 0.0 0.0
C -0.297 0.270 4.683 0.1 0.0 0.0
C -1.375 -0.798 4.878 0.0 0.0 0.0
C -0.738 1.568 5.366 -0.1 0.0 0.0
C -0.041 0.449 3.196 -0.3 0.0 0.0
N -0.437 -0.412 2.359 -0.2 0.0 0.0
H 0.842 -0.410 6.387 0.0 0.0 0.0
H 1.799 0.539 5.250 0.0 0.0 0.0
H 1.369 -1.134 4.853 0.0 0.0 0.0
H -1.539 -0.953 5.946 0.0 0.0 0.0
H -1.075 -1.744 4.426 0.0 0.0 0.0
H -2.317 -0.486 4.424 0.0 0.0 0.0
H -1.022 1.341 6.396 0.0 0.0 0.0
H -1.597 2.014 4.861 0.0 0.0 0.0
H 0.057 2.310 5.391 0.0 0.0 0.0
C -4.035 -3.262 2.274 0.0 0.0 -0.1
Te -2.202 -3.187 1.152 0.0 -0.3 0.2
C -3.015 -3.758 -0.740 -0.1 0.1 0.0
H -4.447 -4.268 2.258 0.0 0.0 0.0
H -4.774 -2.553 1.904 0.0 0.0 0.0
H -3.775 -3.003 3.299 0.0 0.0 0.0
H -3.963 -4.266 -0.570 0.0 0.0 0.0
H -2.312 -4.428 -1.229 0.0 0.0 0.0
H -3.183 -2.878 -1.357 0.0 0.0 0.0
```
Forces are in eV/Å.